Entry 1:
Density functional theory data (ωB97M-V/def2-TZVPD) for a gas-phase ion, O4PS (charge -1) in a non-equilibrium geometry.

Last column: Löwdin charge in e.
CARTESIAN COORDINATES (ANGSTROEM)
O  1.31  1.30  0.11  -0.324
O  -1.09  1.17  1.03  -0.281
O  0.17  -0.99  0.83  -0.570
O  -0.67  -0.49  -1.53  -0.754
P  0.09  0.58  0.50  0.286
S  0.19  -1.58  -0.93  0.643

## Properties
LUMO energy = 3.7 eV
HOMO = -3.20 eV
Charge = -1
Maximum force = 3.20 eV/A

---

Entry 2:
Density functional theory data (ωB97M-V/def2-TZVPD) for a molecular structure, C80H185AsF6N2O3P4 in a non-equilibrium geometry.

Last column: Löwdin charge in e.
CARTESIAN COORDINATES (ANGSTROEM)
O  24.04  21.01  18.38  -0.430
H  24.11  20.97  17.40  -0.103
C  20.81  21.31  23.31  -0.091
C  21.96  20.43  22.72  -0.232
C  23.07  21.33  22.28  -0.244
C  22.88  22.24  21.04  -0.256
P  24.34  23.25  20.59  1.068
C  25.80  22.20  20.61  -0.273
C  26.82  22.42  21.73  -0.229
C  27.78  21.22  21.87  -0.295
C  29.09  21.60  22.44  -0.105
C  24.60  24.49  21.92  -0.224
C  25.30  25.83  21.42  -0.258
C  25.20  26.94  22.35  -0.287
C  26.04  26.73  23.63  -0.084
C  24.11  24.14  18.96  -0.262
C  22.82  24.91  18.88  -0.244
C  22.71  25.45  17.43  -0.228
C  22.50  24.33  16.42  -0.115
H  20.50  22.00  22.53  0.039
H  21.10  21.86  24.21  0.088
H  19.90  20.74  23.47  0.068
H  21.56  19.77  21.95  0.098
H  22.30  19.85  23.58  0.118
H  23.86  20.62  22.06  0.086
H  23.47  22.06  23.00  0.113
H  22.07  22.97  21.04  0.076
H  22.70  21.59  20.18  0.052
H  26.26  22.31  19.63  0.049
H  25.45  21.17  20.69  0.073
H  26.39  22.52  22.72  0.105
H  27.39  23.34  21.64  0.112
H  27.98  20.69  20.93  0.079
H  27.35  20.50  22.56  0.115
H  29.71  22.12  21.72  0.076
H  29.59  20.68  22.74  0.090
H  28.95  22.25  23.30  0.092
H  25.15  24.04  22.74  0.071
H  23.57  24.73  22.20  0.098
H  24.77  26.21  20.54  0.088
H  26.33  25.66  21.12  0.117
H  24.17  27.18  22.57  0.117
H  25.59  27.87  21.94  0.121
H  27.10  26.61  23.43  0.079
H  25.71  25.85  24.19  0.065
H  25.94  27.58  24.30  0.081
H  24.13  23.28  18.28  0.043
H  24.94  24.83  18.89  0.099
H  22.81  25.80  19.51  0.098
H  21.94  24.33  19.16  0.097
H  23.56  25.96  16.98  0.122
H  21.80  26.05  17.34  0.101
H  21.83  23.50  16.66  0.059
H  23.39  23.83  16.07  0.058
H  22.01  24.80  15.56  0.065
C  19.89  27.89  20.02  -0.102
C  19.00  26.94  20.86  -0.240
C  18.51  25.70  20.07  -0.235
C  17.70  24.81  21.03  -0.282
P  16.62  23.58  20.28  1.025
C  15.13  24.43  19.60  -0.251
C  14.46  25.48  20.52  -0.206
C  14.91  26.97  20.33  -0.258
C  14.01  27.91  21.05  -0.114
C  17.51  22.89  18.87  -0.263
C  18.66  21.92  19.26  -0.252
C  19.43  21.36  18.09  -0.252
C  20.24  20.08  18.43  -0.075
C  15.98  22.36  21.48  -0.250
C  16.88  22.05  22.66  -0.226
C  16.60  23.06  23.82  -0.241
C  17.57  23.08  25.04  -0.081
H  19.27  28.35  19.25  0.074
H  20.70  27.37  19.50  0.052
H  20.30  28.71  20.61  0.082
H  18.16  27.54  21.21  0.105
H  19.72  26.83  21.66  0.110
H  19.33  25.04  19.77  0.090
H  18.13  25.99  19.10  0.118
H  17.11  25.49  21.65  0.084
H  18.41  24.38  21.73  0.099
H  14.45  23.59  19.43  0.094
H  15.29  24.73  18.57  0.102
H  14.64  25.36  21.59  0.104
H  13.39  25.38  20.35  0.119
H  14.86  27.14  19.25  0.110
H  15.95  27.17  20.60  0.081
H  12.96  27.66  20.89  0.081
H  14.12  28.93  20.70  0.086
H  13.98  27.92  22.14  0.085
H  17.93  23.57  18.14  0.107
H  16.65  22.33  18.49  0.101
H  18.09  21.07  19.65  0.105
H  19.31  22.24  20.08  0.100
H  20.05  22.15  17.66  0.088
H  18.72  21.28  17.27  0.113
H  21.10  20.21  19.10  0.045
H  20.62  19.73  17.48  0.067
H  19.55  19.35  18.84  0.078
H  15.81  21.48  20.86  0.101
H  14.94  22.62  21.64  0.108
H  17.93  22.12  22.38  0.074
H  16.76  21.01  22.96  0.124
H  15.61  22.85  24.23  0.112
H  16.50  24.08  23.46  0.085
H  17.78  22.05  25.33  0.070
H  17.25  23.50  26.00  0.083
H  18.49  23.48  24.64  0.060
C  24.68  18.14  13.22  -0.108
C  25.53  17.95  11.99  -0.263
C  25.19  18.80  10.78  -0.233
C  25.90  18.38  9.49  -0.215
P  27.45  19.36  9.07  1.071
C  26.98  21.11  8.93  -0.272
C  25.91  21.45  7.92  -0.226
C  24.47  21.55  8.34  -0.275
C  23.51  22.42  7.47  -0.086
C  28.76  19.25  10.43  -0.214
C  30.04  20.18  10.24  -0.264
C  31.14  19.80  11.11  -0.241
C  30.84  19.89  12.67  -0.067
C  28.25  18.85  7.52  -0.254
C  28.77  17.39  7.65  -0.252
C  30.24  17.16  7.76  -0.284
C  30.76  15.75  7.80  -0.089
H  24.51  19.19  13.48  0.053
H  25.15  17.69  14.10  0.039
H  23.70  17.64  13.20  0.085
H  25.39  16.90  11.71  0.116
H  26.58  18.00  12.25  0.092
H  25.36  19.85  11.01  0.090
H  24.12  18.65  10.69  0.122
H  25.27  18.55  8.62  0.090
H  26.17  17.32  9.44  0.092
H  27.93  21.63  8.82  0.104
H  26.65  21.39  9.93  0.052
H  25.87  20.60  7.24  0.096
H  26.12  22.37  7.37  0.130
H  24.27  22.04  9.30  0.083
H  24.00  20.57  8.34  0.096
H  23.60  22.14  6.42  0.087
H  23.87  23.43  7.67  0.067
H  22.54  22.32  7.96  0.065
H  29.11  18.22  10.56  0.096
H  28.24  19.50  11.35  0.052
H  29.88  21.25  10.40  0.123
H  30.24  19.94  9.20  0.093
H  31.93  20.52  10.87  0.122
H  31.35  18.79  10.74  0.109
H  30.43  20.82  13.08  0.063
H  31.74  19.54  13.17  0.075
H  30.03  19.21  12.95  0.033
H  29.04  19.53  7.21  0.108
H  27.57  19.04  6.69  0.097
H  28.45  16.97  6.69  0.124
H  28.17  16.86  8.38  0.096
H  30.62  17.66  8.65  0.086
H  30.69  17.72  6.94  0.125
H  30.74  15.17  6.88  0.086
H  30.25  15.14  8.54  0.077
H  31.80  15.81  8.12  0.082
C  21.80  20.45  13.26  -0.093
C  20.70  21.57  13.29  -0.236
C  21.01  22.70  12.29  -0.240
C  19.85  23.71  12.01  -0.251
P  20.21  25.23  11.05  1.037
C  20.36  24.75  9.27  -0.248
C  20.14  25.83  8.19  -0.248
C  20.82  25.59  6.86  -0.233
C  22.31  26.00  6.76  -0.089
C  21.86  25.94  11.46  -0.251
C  22.07  27.44  11.12  -0.221
C  23.49  27.97  11.62  -0.196
C  23.81  29.49  11.21  -0.080
C  18.78  26.34  11.23  -0.253
C  17.37  25.73  11.26  -0.231
C  16.62  25.66  9.93  -0.275
C  15.33  24.90  10.02  -0.114
H  22.81  20.84  13.41  0.057
H  21.76  19.97  12.29  0.070
H  21.62  19.61  13.93  0.063
H  20.64  22.05  14.27  0.090
H  19.73  21.09  13.13  0.107
H  21.30  22.27  11.33  0.109
H  21.93  23.15  12.67  0.095
H  19.55  24.17  12.95  0.094
H  19.10  23.15  11.46  0.101
H  19.55  24.03  9.13  0.091
H  21.29  24.21  9.11  0.081
H  20.42  26.82  8.55  0.095
H  19.07  25.88  7.96  0.101
H  20.23  26.09  6.08  0.115
H  20.74  24.53  6.64  0.104
H  22.58  26.90  6.19  0.074
H  22.80  25.26  6.12  0.061
H  22.85  26.10  7.70  0.063
H  22.53  25.26  10.94  0.080
H  22.04  25.85  12.54  0.092
H  21.23  27.96  11.59  0.095
H  21.87  27.64  10.06  0.093
H  24.19  27.35  11.07  0.084
H  23.64  27.71  12.66  0.095
H  23.74  29.67  10.14  0.064
H  24.83  29.80  11.44  0.067
H  23.14  30.27  11.57  0.063
H  18.94  27.17  10.53  0.103
H  18.97  26.66  12.25  0.093
H  16.72  26.27  11.95  0.121
H  17.46  24.76  11.75  0.090
H  17.18  25.07  9.20  0.095
H  16.42  26.64  9.51  0.124
H  15.55  23.85  10.21  0.080
H  14.88  25.00  9.04  0.086
H  14.57  25.26  10.71  0.083
C  28.99  22.76  18.48  -0.061
C  28.96  22.40  17.01  -0.116
N  27.63  21.66  16.54  -0.201
C  26.47  22.67  16.51  0.021
C  27.91  21.31  15.03  -0.116
C  26.95  20.28  14.41  -0.066
C  27.27  20.41  17.41  -0.040
C  28.37  19.27  17.40  -0.165
O  28.01  18.09  16.70  -0.208
C  29.14  17.53  16.08  -0.094
H  28.93  21.96  19.22  0.062
H  28.22  23.46  18.82  0.074
H  29.83  23.39  18.76  0.100
H  29.78  21.76  16.69  0.114
H  29.11  23.35  16.49  0.137
H  25.73  22.15  15.90  0.086
H  26.78  23.61  16.06  0.117
H  26.12  22.79  17.53  0.060
H  28.90  20.85  15.08  0.101
H  27.90  22.19  14.39  0.112
H  26.76  19.41  15.04  0.059
H  27.46  19.82  13.56  0.068
H  25.98  20.71  14.17  0.061
H  26.29  20.08  17.05  0.098
H  27.04  20.83  18.39  0.090
H  28.58  18.80  18.36  0.130
H  29.33  19.72  17.16  0.113
H  28.88  16.48  16.02  0.094
H  30.16  17.75  16.40  0.106
H  29.21  17.80  15.02  0.075
C  22.70  15.12  19.42  -0.044
C  24.07  15.80  19.68  -0.153
N  24.09  17.26  19.27  -0.176
C  23.26  18.05  20.39  0.033
C  25.57  17.79  19.28  -0.138
C  26.28  18.02  20.60  -0.041
C  23.46  17.55  17.84  -0.026
C  24.31  17.03  16.64  -0.213
O  24.70  15.71  16.82  -0.183
C  25.74  15.33  16.00  -0.082
H  22.52  14.32  20.13  0.090
H  22.57  14.72  18.41  0.085
H  21.89  15.79  19.71  0.067
H  24.90  15.31  19.17  0.124
H  24.24  15.76  20.76  0.125
H  22.19  17.90  20.20  0.093
H  23.42  19.12  20.22  0.062
H  23.72  17.87  21.36  0.096
H  25.57  18.72  18.70  0.089
H  26.05  17.11  18.58  0.113
H  26.59  17.13  21.14  0.094
H  25.65  18.59  21.30  0.059
H  27.17  18.64  20.59  0.061
H  23.26  18.62  17.79  0.099
H  22.49  17.05  17.78  0.119
H  25.16  17.71  16.57  0.102
H  23.78  17.06  15.69  0.124
H  25.99  14.31  16.31  0.112
H  26.57  15.94  16.36  0.070
H  25.67  15.44  14.92  0.098
As  25.89  23.67  12.08  0.921
F  26.81  23.88  10.53  -0.268
F  26.33  21.91  12.05  -0.295
F  24.92  23.36  13.66  -0.331
F  25.49  25.43  12.15  -0.277
F  24.43  23.43  11.22  -0.254
F  27.34  24.06  13.01  -0.265

## Properties
LUMO energy = -6.4 eV
HOMO = -14.99 eV
Charge = +4
Maximum force = 3.18 eV/A